1.
# C4H12

A 2-piece molecular cluster, C4H12 overall (the ωB97M-V functional and the def2-TZVPD basis, the Open Molecules 2025 dataset).

Structure (XYZ):
```
16
Properties=species:S:1:pos:R:3:forces:R:3:mulliken_charge:R:1
C -0.166100 1.683319 -0.749230 -0.67 -1.78 0.58 -0.491
C 0.132369 -1.772390 -0.220864 -1.57 3.13 -1.02 -0.666
C 1.306921 -1.844880 0.667164 3.01 -0.74 2.08 -0.731
C -1.260671 1.922813 0.287496 -1.05 -0.04 0.40 -0.879
H -0.609130 -1.065655 0.284487 0.87 -0.41 -0.95 0.102
H -2.164046 1.250731 0.071283 1.36 0.75 0.44 0.245
H 0.269123 0.698712 -0.551663 -0.05 0.19 -0.31 -0.146
H 0.656842 2.338631 -0.801013 0.75 1.27 0.37 0.372
H 1.980813 -2.715861 0.411744 -0.74 0.68 0.31 0.269
H 1.068660 -1.944759 1.791772 0.11 0.03 -1.76 0.235
H 0.403873 -1.305268 -1.265061 -0.72 -1.23 1.91 0.232
H -0.975121 1.819007 1.372945 -0.06 -0.13 -1.20 0.258
H -1.637855 2.940105 0.176517 -0.11 0.08 0.10 0.335
H -0.615079 1.661229 -1.729664 -0.12 -0.08 -0.42 0.260
H -0.493745 -2.638401 -0.290080 0.28 -0.96 -0.38 0.367
H 2.040548 -0.971639 0.621335 -1.30 -0.76 -0.17 0.240
```
Positions in Å, forces in eV/Å.

Calculated values
**LUMO energy**: 1.140 eV
**Energy above the lowest of the compared OMol25 structures with the same formula, charge and spin**: 66.4 kJ/mol
**DFT total energy**: -4341.840 eV
**Gap between HOMO and LUMO**: 12.4 eV

=====

2.
# CO2

An isolated molecule of CO2 (the ωB97M-V functional and the def2-TZVPD basis, the Open Molecules 2025 dataset).

Structure (XYZ):
```
3
Properties=species:S:1:pos:R:3:forces:R:3:mulliken_charge:R:1
O -0.810429 -0.206586 0.776162 -0.92 -1.43 0.68 -0.317
O 0.803041 0.316433 -0.750158 0.60 -1.04 -0.78 -0.331
C 0.007388 -0.109847 -0.026004 0.32 2.47 0.10 0.648
```
Positions in Å, forces in eV/Å.

Calculated values
**LUMO energy**: 0.367 eV
**Energy above the lowest of the compared OMol25 structures with the same formula, charge and spin**: 16.1 kJ/mol
**DFT total energy**: -5132.501 eV
**Gap between HOMO and LUMO**: 13.4 eV

=====

3.
# C4H8N2

An isolated molecule of C4H8N2 (the ωB97M-V functional and the def2-TZVPD basis, the Open Molecules 2025 dataset).

Structure (XYZ):
```
14
Properties=species:S:1:pos:R:3:forces:R:3:mulliken_charge:R:1
N -1.034557 0.279951 0.424736 -3.99 0.20 0.55 -0.149
N 0.261914 0.172668 0.221260 5.42 1.18 0.87 -0.482
C 2.185091 -1.381905 0.134523 0.30 -1.14 1.79 -0.981
C -1.521752 1.716459 0.374984 0.28 1.37 2.02 -0.155
C 0.774025 -0.976421 0.249014 -2.61 -1.31 -0.82 0.018
C -1.579079 0.861048 -0.778835 -1.51 -0.17 -1.25 -0.490
H -0.900845 0.843769 -1.583196 0.95 0.73 -0.76 0.295
H 2.340967 -2.363629 0.661462 -0.37 0.95 0.04 0.300
H -0.036935 -1.756953 0.189984 1.00 -0.08 0.56 0.415
H 2.453557 -1.690924 -0.834894 0.33 0.23 -1.62 0.286
H -2.489112 1.841395 0.956651 1.40 -0.24 -0.81 0.194
H 2.889249 -0.681860 0.567041 0.04 0.29 -0.23 0.290
H -0.795794 2.572343 0.548065 -0.74 -1.50 -0.53 0.265
H -2.546729 0.564060 -1.130795 -0.50 -0.51 0.20 0.195
```
Positions in Å, forces in eV/Å.

Calculated values
**LUMO energy**: 1.264 eV
**Energy above the lowest of the compared OMol25 structures with the same formula, charge and spin**: 315.5 kJ/mol
**DFT total energy**: -7254.606 eV
**Gap between HOMO and LUMO**: 9.8 eV

=====

4.
# C9H19ClSi

An isolated molecule of C9H19ClSi (the ωB97M-V functional and the def2-TZVPD basis, the Open Molecules 2025 dataset).

Structure (XYZ):
```
30
Properties=species:S:1:pos:R:3:forces:R:3:mulliken_charge:R:1
Cl 2.432236 1.934622 0.370588 0.36 0.51 1.04 -0.124
Si -1.666777 0.603638 0.397660 0.34 -0.23 -0.79 0.381
C -2.521973 -0.726077 -0.631161 -1.39 -1.36 2.61 -1.014
C 2.184751 -0.521617 -0.431464 -1.44 -3.16 1.03 0.630
C 1.398611 0.480089 0.360381 -2.70 1.76 -2.38 -0.735
C -1.393407 -0.220595 2.084384 -0.26 2.59 -0.75 -1.279
C 0.249305 1.440955 -1.763778 -0.01 0.96 -0.40 -0.862
C 1.238582 -1.756017 -0.789108 4.07 0.10 0.78 -1.745
C -2.750849 2.126231 0.291011 -0.16 0.34 0.65 -0.961
C 0.011651 1.021778 -0.548781 0.76 -2.76 3.74 0.237
C 3.362459 -1.081661 0.489016 0.17 2.51 -2.90 -1.197
H -0.601948 1.687036 -2.430180 0.97 0.02 0.17 0.298
H -0.548742 0.314358 2.488999 -0.29 1.00 1.17 0.466
H 3.170367 -2.096884 0.702003 -0.14 -1.03 0.57 0.362
H 0.411351 -1.464997 -1.289322 -2.79 0.92 -1.43 0.480
H -3.671722 1.864861 0.901095 0.66 0.57 -1.18 0.245
H 1.060719 0.132876 1.360097 0.66 0.48 -0.63 0.434
H 4.288927 -1.023850 -0.190412 -0.91 0.07 1.74 0.266
H 2.423122 -0.091325 -1.385123 0.76 0.34 -0.19 0.431
H 3.308037 -0.396343 1.356052 1.07 -0.80 -0.24 0.344
H 1.795825 -2.442045 -1.447957 -0.07 0.19 0.22 0.386
H -2.875887 2.139879 -0.810912 -0.70 0.09 0.56 0.261
H -1.709485 -1.403861 -0.804851 0.27 -0.58 -0.70 0.275
H 1.315415 1.682897 -1.951932 -0.89 -0.16 -0.80 0.249
H -2.396315 3.156034 0.556644 -0.09 -1.13 0.08 0.336
H -3.379966 -1.391358 -0.163089 1.73 1.50 -0.39 0.295
H -2.323835 -0.227893 2.673803 0.73 -0.13 0.00 0.305
H -2.969470 -0.336195 -1.487706 -0.32 0.53 -1.85 0.363
H -0.880332 -1.110806 1.986350 0.16 -2.67 -0.47 0.452
H 1.039345 -2.293736 0.107689 -0.56 -0.46 0.75 0.422
```
Positions in Å, forces in eV/Å.

Calculated values
**LUMO energy**: 0.836 eV
**Energy above the lowest of the compared OMol25 structures with the same formula, charge and spin**: 178.0 kJ/mol
**DFT total energy**: -30039.534 eV
**Gap between HOMO and LUMO**: 10.1 eV

=====

5.
# C52H55F9O4S

A 8-piece molecular cluster, C52H55F9O4S overall (the ωB97M-V functional and the def2-TZVPD basis, the Open Molecules 2025 dataset).

Structure (XYZ):
```
121
Properties=species:S:1:pos:R:3:forces:R:3:mulliken_charge:R:1
S -0.210758 4.413504 0.283890 -0.17 0.73 0.04 0.207
F -4.443397 -0.745926 2.925339 1.14 0.13 -1.10 -0.245
F -3.246586 -2.204948 1.796061 -0.21 1.34 0.32 -0.211
F -2.463143 -0.166603 2.037919 -1.11 -0.52 0.07 -0.202
F -4.405645 1.638334 1.538292 0.05 -0.53 -1.06 -0.271
F -6.136741 0.970955 0.374298 1.08 -0.09 0.07 -0.203
F -4.845168 2.951770 -0.785914 0.07 -0.63 -0.02 -0.310
F -5.413679 -1.353459 0.501645 0.87 0.59 -0.09 -0.254
F -4.906854 1.068038 -1.941736 0.23 0.12 0.49 -0.335
F -3.501931 -0.938555 -0.491243 -0.28 0.43 0.54 -0.288
O 3.877267 1.602788 0.584864 -0.07 0.09 -0.34 -0.274
O -0.391023 3.942777 1.654449 0.17 0.03 -0.78 -0.466
O 1.251992 3.929480 -0.260990 -0.63 -0.16 0.54 -0.131
O -1.220689 3.531106 -0.672129 0.29 -0.23 0.66 -0.324
C 2.882262 2.540012 5.468993 0.04 0.04 -0.01 -0.533
C 3.175064 2.540629 -0.183168 -0.14 0.91 -0.10 -0.708
C 4.161404 0.364558 -0.046596 0.44 -0.65 0.56 -0.292
C -4.307216 -0.548310 0.528716 -0.76 -0.68 0.27 0.398
C -1.791513 -7.398628 0.732313 0.00 0.01 0.01 -0.417
C 8.947887 -1.386112 1.403624 0.00 0.00 -0.02 -0.268
C 1.161146 4.867808 -3.969185 0.01 -0.02 -0.03 -0.484
C 2.053605 3.151352 0.651837 0.45 -0.86 -0.18 0.051
C 1.515697 0.574993 5.678790 -0.05 -0.03 -0.01 -0.438
C -3.598651 -0.887546 1.876009 0.32 -0.92 0.28 0.533
C -0.823514 0.177641 -9.133726 -0.01 0.00 0.00 -0.400
C 1.237755 -5.053890 4.031199 -0.01 0.00 0.01 -0.374
C 0.931293 2.280541 4.083849 -0.03 -0.06 -0.05 -0.038
C -11.363284 0.004063 0.290278 0.00 0.02 0.01 -0.409
C 2.040206 3.018789 4.476425 -0.02 0.00 -0.02 -0.465
C -1.306053 -5.890194 -1.075650 0.01 0.00 0.00 -0.483
C -2.046516 2.535794 -0.004845 0.35 0.01 -0.59 -0.312
C -2.822816 1.846709 -1.131927 0.24 0.14 -0.09 -0.519
C 1.943820 -2.757521 3.999540 -0.01 0.05 -0.03 -0.317
C 3.222934 -4.391210 5.214280 0.01 0.00 0.00 -0.371
C -1.002475 1.687118 -7.269745 -0.01 -0.04 -0.03 -0.295
C 9.628961 -2.529099 3.405369 0.00 0.00 0.00 -0.379
C 2.325396 -5.377696 4.830269 -0.01 -0.01 -0.01 -0.450
C 0.317733 2.074039 -7.455092 0.03 -0.08 -0.03 -0.036
C -2.549986 -5.118283 0.832027 0.05 -0.14 -0.05 -0.159
C -1.974115 -4.873711 -0.407113 0.01 0.02 0.01 -0.323
C 9.334161 -0.175721 1.962309 0.00 0.00 0.00 -0.385
C -2.461866 -6.382212 1.399554 0.03 -0.02 0.00 -0.610
C 1.064588 1.516652 -8.484234 -0.02 -0.01 0.00 -0.601
C -0.116884 4.487903 -3.583012 0.06 0.04 -0.08 0.504
C -9.696027 -1.546794 -0.475796 0.02 -0.01 0.01 -0.617
C 3.034193 -3.081920 4.795190 0.01 0.03 0.02 -0.553
C -10.383739 0.721038 0.962738 0.01 0.01 0.03 -0.473
C -4.309049 1.687253 -0.885108 0.29 0.70 -0.01 0.553
C 1.043396 -3.742665 3.618767 0.01 -0.01 0.00 -0.549
C -1.572137 0.737778 -8.107456 0.00 0.00 0.00 -0.491
C 9.868934 -0.142190 3.242719 -0.01 0.00 0.00 -0.367
C -4.766301 0.952047 0.401907 -1.29 0.20 0.32 0.723
C 0.493962 0.569895 -9.324245 0.01 0.00 0.00 -0.349
C -11.019258 -1.131634 -0.428391 0.00 -0.01 -0.02 -0.327
C 2.618970 1.319132 6.072285 0.00 -0.05 0.00 -0.493
C 5.636949 0.003270 0.105117 -0.48 0.19 -0.56 -1.102
C 1.400537 5.272753 -5.275902 0.00 0.00 0.00 -0.326
C -1.211245 -7.151538 -0.504133 -0.01 0.00 0.00 -0.402
C -1.156601 4.519333 -4.503203 0.02 -0.02 -0.01 -0.692
C 9.098203 -2.563287 2.123233 -0.01 0.00 0.01 -0.452
C 10.012642 -1.318481 3.965471 0.01 0.00 0.00 -0.376
C 0.671277 1.055093 4.684655 0.09 0.01 0.01 -0.622
C -9.060554 0.301892 0.921984 -0.10 0.00 0.00 -0.363
C -8.715692 -0.832366 0.200340 -0.14 -0.01 -0.02 -0.003
C 0.362411 5.293872 -6.197135 -0.01 0.11 0.03 -0.654
C -0.917231 4.919129 -5.810358 -0.03 0.06 0.01 -0.451
H -12.394598 0.330671 0.326766 0.00 0.00 0.00 0.355
H 1.076584 0.137268 -10.127478 0.00 -0.01 0.00 0.360
H 5.749378 -1.051525 -0.147049 0.13 -0.07 0.17 0.375
H 4.070491 -4.643266 5.838682 0.01 0.00 0.00 0.366
H 0.762643 2.808435 -6.799021 0.00 0.00 0.02 0.358
H 1.499154 2.323234 1.092115 -0.22 0.16 0.06 0.248
H -2.338941 0.911509 -1.400426 -0.25 -0.16 0.08 0.487
H 1.798960 -1.734083 3.676105 0.00 0.01 0.01 0.515
H 3.920288 0.354169 -1.110349 -0.25 0.24 -0.01 0.317
H 2.447798 3.781654 1.444925 -0.08 0.07 0.05 0.151
H 1.969909 4.847682 -3.249468 -0.01 0.00 0.01 0.457
H 8.528999 -1.411504 0.405805 0.00 0.00 -0.01 0.404
H -0.858814 -5.699465 -2.042682 0.01 0.00 0.00 0.373
H 2.722358 2.140316 -1.093422 0.05 -0.33 0.05 0.410
H 2.092943 1.821239 -8.631855 0.01 0.00 0.00 0.367
H 2.397106 5.569878 -5.576948 0.00 0.00 0.00 0.379
H -0.186817 0.470953 4.374690 -0.02 0.00 0.02 0.517
H 10.173258 0.801065 3.677582 -0.01 0.00 0.01 0.359
H 5.993424 0.203881 1.111650 0.06 -0.06 0.02 0.334
H -2.046392 -3.888853 -0.851768 -0.01 0.00 0.00 0.403
H 3.275660 0.945116 6.847370 0.00 0.00 0.01 0.389
H -0.685605 -7.942673 -1.022950 0.00 0.00 -0.01 0.368
H 9.217926 0.741911 1.399901 0.00 0.00 0.00 0.371
H -7.688942 -1.159392 0.161654 0.04 -0.01 0.00 0.358
H -10.651979 1.608893 1.520906 0.00 0.00 0.01 0.355
H 3.746302 3.117850 5.771357 0.00 0.00 0.01 0.394
H -2.600815 0.433948 -7.960796 0.00 0.00 0.00 0.368
H -2.735992 2.477564 -2.017551 -0.22 0.06 -0.01 -0.043
H 2.247063 3.972212 4.006451 -0.02 0.02 0.01 0.434
H 0.191388 -3.490927 2.999397 0.00 -0.01 -0.02 0.539
H -2.156008 4.230251 -4.200533 -0.01 0.01 0.00 0.460
H 6.200626 0.569860 -0.636367 0.28 0.11 0.23 0.309
H -1.721222 -8.383546 1.175758 0.00 0.00 0.00 0.380
H -9.426980 -2.430118 -1.040845 0.00 -0.01 0.00 0.361
H 0.540925 -5.823616 3.728641 -0.04 -0.03 -0.02 0.430
H -8.302411 0.861489 1.451494 0.00 0.01 0.01 0.395
H -1.586952 2.126086 -6.471482 0.02 0.01 0.02 0.374
H -0.302785 4.169110 -2.570080 0.00 -0.02 -0.07 0.108
H -1.726893 4.938741 -6.528630 0.01 0.00 -0.01 0.424
H 0.550068 5.602249 -7.217665 -0.01 0.00 -0.01 0.396
H -3.067706 -4.330229 1.352465 -0.06 -0.01 0.03 0.499
H 2.474209 -6.400057 5.153342 0.00 0.00 0.00 0.359
H 0.281221 2.662202 3.305817 0.04 -0.04 0.12 0.448
H -1.389258 1.818354 0.480385 -0.15 0.05 0.30 0.297
H 3.568009 -0.407397 0.452293 -0.16 0.01 -0.09 0.253
H -2.674725 3.052567 0.711714 -0.06 -0.13 0.11 0.427
H 9.743434 -3.446438 3.968230 0.00 0.00 0.00 0.367
H 8.800755 -3.507432 1.685463 -0.01 0.00 0.00 0.364
H 10.424286 -1.291699 4.966121 0.01 0.00 0.00 0.360
H 3.736650 -2.311820 5.088440 -0.01 0.01 0.00 0.408
H 3.835879 3.357306 -0.498065 0.14 -0.10 -0.07 0.189
H -1.267444 -0.563895 -9.785403 0.00 0.00 -0.01 0.358
H -2.916096 -6.574894 2.363236 0.00 0.00 0.00 0.394
H 1.315768 -0.381329 6.145817 -0.01 -0.01 -0.01 0.482
H -11.782338 -1.692821 -0.952260 0.00 0.00 -0.01 0.361
```
Positions in Å, forces in eV/Å.

Calculated values
**LUMO energy**: 0.261 eV
**DFT total energy**: -98297.197 eV
**Gap between HOMO and LUMO**: 9.5 eV

=====

Look up the LUMO energy of the fourth one.
0.836 eV

=====

Which of these has the highest LUMO energy?
C4H8N2

=====

Which value of LUMO energy does entry 2 give?
0.367 eV